#A
Below is 2 unconnected molecules or ions with the total composition CH3O2S2, with properties calculated with the ωB97M-V functional and the def2-TZVPD basis.

Element x y z (Å)
O  1.228  -1.209  -1.191
C  0.314  -1.958  -0.774
O  -0.788  -1.631  -0.291
H  0.506  -3.070  -0.829
S  -0.076  1.504  -0.514
S  -0.350  0.934  1.439
H  0.667  0.416  -0.878
H  -1.052  -0.188  1.163

Orbital gap (eV): 7.9
Net charge: -1
E_LUMO (hartree): 0.1297

=====

#B
Below is a gas-phase ion, CH3O2S2 (charge -1), with properties calculated with the ωB97M-V functional and the def2-TZVPD basis.

Element x y z (Å)
C  1.295  0.338  0.233
O  1.259  -0.756  1.021
O  -0.412  -1.634  -0.573
S  -2.971  -0.042  0.516
S  -0.431  -0.578  0.444
H  1.929  0.331  -0.760
H  1.456  1.348  0.639
H  -3.674  -1.144  0.197

Orbital gap (eV): 7.2
Net charge: -1
E_LUMO (hartree): 0.1434

=====

Best to worst by energy: #A, #B.